The following is a quantum chemistry calculation of a cluster of 3 separate species, C29H60BIN3O2Si in total, from OMol25.

Positions of all 97 atoms, in Å:
1 C -1.8564 4.2904 -10.7078
2 C -1.9764 3.7044 -9.1472
3 C -3.5274 3.6801 -8.5367
4 C -3.7170 3.1017 -7.0146
5 C -2.3989 2.6284 -6.1558
6 C -0.8359 2.6776 -6.6916
7 C 0.4839 2.2303 -5.8281
8 B 1.0743 3.4479 -4.8360
9 I -0.4242 3.6583 -3.2239
10 C 2.5492 2.9282 -4.3276
11 C 2.7954 2.9968 -2.7090
12 O 2.2743 1.7765 -2.0318
13 Si 2.3272 1.9350 -0.2829
14 C 1.3638 3.4405 0.4331
15 C 4.0926 1.9588 0.4852
16 C 1.4470 0.3317 0.4310
17 C 1.3293 4.8608 -5.6628
18 C 1.4959 6.1850 -4.7112
19 O 1.9537 6.2155 -3.4571
20 N 1.1274 7.5333 -5.3658
21 C 2.1007 8.5591 -4.8222
22 C -0.3148 7.9000 -5.0937
23 C -0.6455 3.2184 -8.2626
24 H -2.8808 4.1421 -11.3020
25 H -1.7254 5.4749 -10.6376
26 H -0.9651 3.8052 -11.2930
27 H -4.4703 4.0491 -9.1304
28 H -4.7630 3.0212 -6.4606
29 H -2.5519 2.2380 -5.0463
30 H 0.2598 1.2467 -5.2013
31 H 1.3969 1.9556 -6.5401
32 H 2.7366 1.7936 -4.6483
33 H 3.4485 3.5292 -4.8289
34 H 2.4475 3.9872 -2.1908
35 H 3.9785 2.9505 -2.5543
36 H 0.5996 3.9425 -0.2968
37 H 0.7333 3.0246 1.3571
38 H 2.1227 4.2764 0.8179
39 H 4.5110 3.0633 0.6588
40 H 4.8880 1.2971 -0.0696
41 H 4.0032 1.5000 1.5837
42 H 2.2445 -0.3873 0.9155
43 H 0.5438 0.5950 1.1269
44 H 0.9919 -0.2594 -0.4971
45 H 2.3548 4.7550 -6.2643
46 H 0.5129 5.1081 -6.4635
47 H 3.1800 8.0563 -4.8558
48 H 2.1369 9.4897 -5.5327
49 H 1.7880 8.8679 -3.7377
50 H -0.9496 7.0403 -4.5913
51 H -0.3708 8.9049 -4.4833
52 H -0.8646 8.1283 -6.1279
53 H 0.4146 3.2757 -8.7990
54 C 2.5378 -3.9234 0.7504
55 C 1.8428 -3.5774 2.0649
56 N 1.0624 -4.6744 2.6462
57 C 0.2252 -4.2470 3.7743
58 C 0.9332 -3.7496 5.0320
59 C 1.7759 -5.9372 2.8512
60 C 3.0017 -5.9118 3.7571
61 H 1.8155 -4.2460 -0.0068
62 H 3.0573 -3.0402 0.3641
63 H 3.2886 -4.7089 0.8762
64 H 1.1680 -2.7374 1.8543
65 H 2.5940 -3.2070 2.7645
66 H -0.4508 -5.0654 4.0533
67 H -0.4365 -3.4477 3.4208
68 H 1.3414 -4.5747 5.6186
69 H 0.2152 -3.2305 5.6763
70 H 1.7382 -3.0446 4.8096
71 H 2.0820 -6.3246 1.8712
72 H 1.0755 -6.6949 3.2262
73 H 3.6352 -5.0369 3.5881
74 H 3.6167 -6.7990 3.5683
75 H 2.7229 -5.9424 4.8108
76 C -5.5345 -3.7808 8.2881
77 C -4.7893 -5.0122 7.7790
78 N -3.7571 -4.7262 6.7775
79 C -3.2243 -5.9378 6.1416
80 C -2.4541 -6.9185 7.0221
81 C -2.7485 -3.7330 7.1546
82 C -1.9095 -4.0205 8.3946
83 H -6.0184 -3.2426 7.4664
84 H -6.3138 -4.0868 8.9939
85 H -4.8732 -3.0899 8.8188
86 H -5.5418 -5.6743 7.3309
87 H -4.3765 -5.5444 8.6376
88 H -2.5867 -5.6515 5.2954
89 H -4.0630 -6.4784 5.6878
90 H -1.4454 -6.5613 7.2377
91 H -2.3440 -7.8741 6.4979
92 H -2.9635 -7.1239 7.9670
93 H -3.2500 -2.7674 7.2963
94 H -2.0749 -3.5572 6.3057
95 H -2.4996 -4.4269 9.2203
96 H -1.4498 -3.0915 8.7507
97 H -1.0936 -4.7100 8.1762

The calculated total energy is -2067.422384 hartree. Its HOMO energy is -5.00 eV. The largest force on an atom is 0.147 Eh/bohr. The net charge is -1. The molar mass comes out at 648.62 g mol⁻¹. Its spin multiplicity is 1.

Results of the Löwdin charge analysis, in e, for atoms 1 through 6: -0.154, -0.191, -0.079, -0.094, -0.067, -0.143

The following is a quantum chemistry calculation of a structure of composition C29H60Cl2CsO8P2Si4Te, from OMol25.

Positions of all 107 atoms, in Å:
1 Cs -1.0360 -1.2026 -2.0870
2 C 3.2471 -6.1672 2.1022
3 C 1.8604 -5.4735 2.2264
4 C 0.7662 -6.5147 2.0743
5 O 1.6992 -4.5471 1.1409
6 P 1.1691 -3.1251 0.9443
7 O -0.0332 -2.9227 0.1130
8 C 2.6797 -2.3793 0.1309
9 P 2.8271 -0.7178 -0.5574
10 O 1.8408 -0.3514 -1.6206
11 O 4.3462 -0.6445 -0.9981
12 C 4.9138 -1.0691 -2.3026
13 C 6.4281 -1.1751 -2.1369
14 C 4.4609 -0.1626 -3.4764
15 O 2.6971 0.0517 0.8164
16 C 3.0702 1.4247 1.1952
17 C 2.3186 2.4838 0.3592
18 C 2.7786 1.5139 2.7298
19 O 1.1785 -2.4946 2.4211
20 C 0.1137 -1.5199 2.9347
21 C 0.5873 -1.1859 4.3579
22 C -1.3025 -2.1026 2.8843
23 H 3.1583 -7.1506 2.4681
24 H 4.1549 -5.6333 2.5345
25 H 3.4412 -6.3245 1.0782
26 H 1.7607 -4.9093 3.1326
27 H 1.0232 -7.1970 1.3115
28 H -0.2690 -6.1225 1.8376
29 H 0.6448 -7.0342 2.9709
30 H 2.9452 -3.0350 -0.6789
31 H 3.5326 -2.5330 0.8592
32 H 4.5718 -2.1097 -2.5071
33 H 6.7902 -0.1606 -1.9563
34 H 6.9124 -1.6476 -2.9814
35 H 6.6356 -1.9051 -1.3573
36 H 4.7046 0.9170 -3.2390
37 H 3.4010 -0.1933 -3.5659
38 H 4.9388 -0.5880 -4.4085
39 H 4.1800 1.4791 1.0531
40 H 1.2243 2.4554 0.4612
41 H 2.4676 2.4151 -0.7237
42 H 2.6039 3.5276 0.6783
43 H 1.7431 1.1893 2.9806
44 H 2.8685 2.4866 3.1570
45 H 3.4437 0.8031 3.2572
46 H 0.2593 -0.6805 2.3398
47 H 0.4544 -2.0407 5.0299
48 H 0.0188 -0.3468 4.8133
49 H 1.6072 -0.8284 4.3680
50 H -1.4747 -3.1571 3.1569
51 H -1.7639 -1.9971 1.9312
52 H -2.0331 -1.6156 3.5353
53 Cl -2.4589 -5.5989 -4.4398
54 C -0.7805 -5.1461 -4.0317
55 C -0.2974 -3.9719 -4.6502
56 C 0.9363 -3.4657 -4.3500
57 Cl 1.6328 -2.1045 -5.0190
58 C 1.8033 -4.0826 -3.2844
59 O 2.9069 -3.5890 -2.9865
60 C 1.2791 -5.3115 -2.7553
61 C 2.0208 -6.0017 -1.6957
62 O 3.1436 -5.7496 -1.3249
63 C -0.0517 -5.7284 -3.0728
64 H -0.9524 -3.4901 -5.4161
65 H 1.3888 -6.8362 -1.2179
66 H -0.4025 -6.6458 -2.6145
67 C -0.1138 5.5175 -0.1127
68 Si -1.4121 4.6779 -1.2365
69 C -0.4712 3.6203 -2.4991
70 C -2.3995 5.8914 -2.2795
71 Si -2.6987 3.3465 0.1999
72 Te -1.5918 1.0915 0.6742
73 Si -4.7038 2.5707 -0.7566
74 C -4.4092 2.1279 -2.5303
75 C -6.1354 3.8072 -0.7196
76 C -5.4274 1.0765 0.1290
77 Si -3.2661 4.2970 2.2689
78 C -4.1194 5.9752 1.8897
79 C -4.4860 3.1834 3.2105
80 C -1.7181 4.3139 3.2725
81 H 0.6861 6.1149 -0.5406
82 H 0.4879 4.7393 0.4031
83 H -0.6579 6.1502 0.6233
84 H -0.1135 4.2228 -3.3608
85 H -0.9729 2.7884 -2.9420
86 H 0.4291 3.1080 -2.1181
87 H -1.5613 6.3611 -2.9069
88 H -2.9872 6.6199 -1.7456
89 H -2.9529 5.2126 -2.9867
90 H -4.0573 3.0480 -2.9748
91 H -5.2318 1.6855 -3.1120
92 H -3.5694 1.3314 -2.4842
93 H -5.8925 4.7888 -1.0508
94 H -6.5082 3.9240 0.2675
95 H -6.9506 3.4108 -1.4540
96 H -4.6848 0.2340 0.2540
97 H -6.2738 0.7386 -0.5104
98 H -5.7941 1.3065 1.1442
99 H -3.3784 6.7668 1.9871
100 H -4.8963 6.1676 2.6442
101 H -4.4741 5.9449 0.8739
102 H -5.3278 2.8657 2.5733
103 H -4.9624 3.8021 3.9694
104 H -4.0154 2.2936 3.6132
105 H -1.8138 4.5660 4.3818
106 H -0.9814 4.9269 2.8306
107 H -1.3175 3.3253 3.1816

The calculated total energy is -4792.518117 hartree. Its HOMO energy is -4.13 eV. The largest force on an atom is 0.068 Eh/bohr. The net charge is -1. The molar mass comes out at 1042.49 g mol⁻¹. Its spin multiplicity is 1.

Results of the Löwdin charge analysis, in e, for atoms 1 through 6: 0.708, -0.018, -0.375, -0.039, -0.181, 0.461

The following is a quantum chemistry calculation of a cluster of 6 separate species, C29H60IN6O7 in total, from OMol25.

Positions of all 103 atoms, in Å:
1 C 2.7927 0.5726 2.4099
2 C 2.2047 -0.3165 1.3424
3 C 2.6972 -1.7257 1.3295
4 C 1.3159 0.1548 0.4964
5 C 0.9830 -0.4412 -0.8369
6 C -0.3751 -0.0459 -1.4149
7 C -1.5673 -0.3445 -0.4694
8 C -1.8196 0.8832 0.4390
9 C -2.8160 -0.5860 -1.3362
10 C -3.8598 -1.5324 -0.7115
11 C -4.1697 -1.3706 0.7670
12 C -5.5178 -0.7029 1.0278
13 C -5.7369 0.6068 0.2689
14 C -5.6613 1.8742 1.0975
15 I -7.0834 1.9477 2.6877
16 O -4.3567 -2.7449 1.2459
17 N -4.0358 -2.7582 2.5820
18 O -4.8058 -3.4162 3.2174
19 H 3.7454 0.1717 2.7547
20 H 2.1686 0.6603 3.3009
21 H 2.9846 1.5726 2.0382
22 H 3.7797 -1.7701 1.4537
23 H 2.4587 -2.2479 0.4111
24 H 2.2323 -2.2852 2.1401
25 H 0.8036 1.0724 0.7533
26 H 1.7748 -0.1083 -1.5119
27 H 1.0219 -1.5260 -0.8321
28 H -0.5031 -0.6253 -2.3299
29 H -0.4050 1.0040 -1.7098
30 H -1.3641 -1.2252 0.1313
31 H -1.5031 0.6588 1.4553
32 H -2.8835 1.0642 0.5035
33 H -1.2909 1.7636 0.0852
34 H -2.5245 -1.0165 -2.2959
35 H -3.2348 0.3950 -1.5670
36 H -4.8012 -1.4215 -1.2858
37 H -3.5045 -2.5451 -0.8865
38 H -5.5734 -0.4747 2.0913
39 H -6.3378 -1.4130 0.8189
40 H -6.7351 0.5832 -0.1684
41 H -5.0504 0.7364 -0.5639
42 H -4.6643 2.0596 1.4754
43 H -5.9060 2.7240 0.4702
44 C 0.1746 3.0758 -3.7135
45 O 0.0467 2.8950 -2.5177
46 N 1.3451 2.9289 -4.3600
47 C 1.4926 3.1560 -5.7787
48 C 2.4931 2.5174 -3.5624
49 H -0.6637 3.3742 -4.3674
50 H 1.8322 2.2449 -6.2767
51 H 2.2223 3.9481 -5.9640
52 H 0.5366 3.4529 -6.2066
53 H 2.2810 1.5556 -3.0963
54 H 2.6711 3.2435 -2.7725
55 H 3.3808 2.4328 -4.1794
56 C 3.1892 -4.5715 -1.3798
57 O 2.8342 -3.4901 -1.7983
58 N 4.4782 -4.9594 -1.2677
59 C 4.8514 -6.2612 -0.7581
60 C 5.5140 -4.0271 -1.6751
61 H 2.4727 -5.3423 -1.0465
62 H 5.4690 -6.1581 0.1372
63 H 5.4147 -6.8186 -1.5103
64 H 3.9576 -6.8259 -0.5017
65 H 5.4449 -3.1091 -1.0900
66 H 5.3936 -3.7631 -2.7262
67 H 6.4902 -4.4826 -1.5243
68 C -12.9531 0.5134 2.2801
69 O -13.4025 1.6017 1.9660
70 N -11.6492 0.2049 2.3426
71 C -11.1853 -1.1146 2.7257
72 C -10.6589 1.2220 2.0163
73 H -13.6084 -0.3354 2.5482
74 H -10.5599 -1.0522 3.6178
75 H -10.5980 -1.5588 1.9204
76 H -12.0371 -1.7587 2.9371
77 H -10.7635 2.0767 2.6849
78 H -10.8020 1.5697 0.9930
79 H -9.6646 0.7990 2.1214
80 C 6.1237 2.5959 -1.8339
81 O 5.2581 2.1541 -2.5715
82 N 5.8832 3.3247 -0.7350
83 C 6.9452 3.7771 0.1457
84 C 4.5050 3.6567 -0.4093
85 H 7.1984 2.4117 -2.0064
86 H 6.7754 3.3644 1.1372
87 H 6.9649 4.8690 0.1987
88 H 7.9050 3.4235 -0.2245
89 H 3.9140 2.7484 -0.2793
90 H 4.0566 4.2360 -1.2163
91 H 4.4834 4.2376 0.5091
92 C 6.8714 0.5296 2.8109
93 O 7.2039 1.5594 2.2463
94 N 6.0692 -0.3955 2.2640
95 C 5.6901 -1.6069 2.9630
96 C 5.5607 -0.1597 0.9181
97 H 7.2017 0.2792 3.8330
98 H 6.0206 -2.4852 2.4040
99 H 4.6066 -1.6529 3.0805
100 H 6.1512 -1.6243 3.9487
101 H 6.3895 -0.0615 0.2161
102 H 4.9805 0.7627 0.8899
103 H 4.9258 -0.9892 0.6191

The calculated total energy is -2293.727608 hartree. Its HOMO energy is -1.99 eV. The largest force on an atom is 0.027 Eh/bohr. The net charge is -1. The molar mass comes out at 731.74 g mol⁻¹. Its spin multiplicity is 1.

Results of the Löwdin charge analysis, in e, for atoms 1 through 6: -0.059, -0.336, -0.057, -0.064, -0.173, -0.186

The following is a quantum chemistry calculation of a cluster of 9 separate species, C29H61Br4N3O15 in total, from OMol25.

Positions of all 112 atoms, in Å:
1 C -20.7271 8.3025 -29.5885
2 C -21.7259 7.1605 -30.0638
3 O -23.0135 7.7710 -30.2046
4 C -24.1464 7.2100 -29.7720
5 O -24.2226 6.1581 -29.1484
6 O -25.1233 7.9485 -30.2094
7 C -26.4920 7.6315 -29.8937
8 H -20.5056 8.8725 -30.4908
9 H -19.7873 7.8365 -29.2922
10 H -21.1391 8.8906 -28.7684
11 H -21.7658 6.3532 -29.3326
12 H -21.4252 6.6384 -30.9722
13 H -27.1882 8.2963 -30.4049
14 H -26.8764 7.7488 -28.8805
15 H -26.7040 6.6202 -30.2406
16 C -25.8404 7.1147 -25.6073
17 C -26.7145 6.8049 -24.3858
18 O -26.1588 5.6358 -23.8112
19 C -26.4673 5.1208 -22.6537
20 O -27.4029 5.5083 -21.9001
21 O -25.6211 4.1460 -22.3958
22 C -25.6688 3.3946 -21.2728
23 H -26.1958 6.8076 -26.5909
24 H -24.8246 6.7336 -25.5016
25 H -25.8595 8.2038 -25.6464
26 H -27.7677 6.5973 -24.5745
27 H -26.5844 7.5543 -23.6050
28 H -25.9356 2.3670 -21.5199
29 H -26.2588 3.7654 -20.4347
30 H -24.6322 3.4676 -20.9437
31 C -23.8879 -2.2401 -29.0912
32 C -25.3881 -1.7674 -29.2556
33 O -25.5682 -0.4039 -29.7058
34 C -25.3003 0.6695 -28.9302
35 O -25.0176 0.6539 -27.7492
36 O -25.3591 1.7045 -29.7476
37 C -25.0272 3.0156 -29.3313
38 H -23.3914 -1.4974 -28.4667
39 H -23.3916 -2.4547 -30.0376
40 H -23.8716 -3.2020 -28.5787
41 H -26.0038 -1.9389 -28.3726
42 H -25.9085 -2.4450 -29.9325
43 H -23.9779 3.2416 -29.5213
44 H -25.1805 3.1324 -28.2584
45 H -25.6520 3.7528 -29.8356
46 C -17.1884 5.0599 -20.4548
47 C -18.3134 6.0061 -19.9073
48 O -19.6233 5.5415 -20.1221
49 C -20.1856 5.4327 -21.4298
50 O -19.5125 5.6611 -22.4537
51 O -21.4340 5.0799 -21.3596
52 C -22.3287 5.0997 -22.5164
53 H -17.5408 4.0352 -20.3373
54 H -16.2871 5.2362 -19.8676
55 H -17.0024 5.1644 -21.5237
56 H -18.1964 6.8616 -20.5724
57 H -18.0563 6.2998 -18.8896
58 H -22.1783 5.7828 -23.3523
59 H -23.3538 5.1952 -22.1584
60 H -22.3016 4.1165 -22.9863
61 C -28.1255 3.3815 -25.1454
62 N -28.7407 2.3802 -24.3070
63 C -30.1867 2.5560 -24.2737
64 C -28.0750 1.5565 -23.5136
65 O -28.5944 0.8599 -22.6285
66 H -27.0549 3.2106 -25.2578
67 H -28.3752 4.3363 -24.6826
68 H -28.5112 3.3450 -26.1642
69 H -30.7391 2.6426 -25.2094
70 H -30.6670 1.8271 -23.6209
71 H -30.3186 3.4646 -23.6862
72 H -26.9927 1.5308 -23.7137
73 C -19.2648 6.7260 -25.9606
74 N -18.3310 7.6016 -25.2131
75 C -16.9832 7.6537 -25.8871
76 C -18.6691 8.3990 -24.1633
77 O -17.9396 9.2748 -23.7457
78 H -18.7597 5.7612 -26.0068
79 H -19.4996 7.1983 -26.9145
80 H -20.2376 6.5172 -25.5156
81 H -16.3202 6.8488 -25.5700
82 H -17.2008 7.5640 -26.9514
83 H -16.5437 8.6404 -25.7410
84 H -19.6544 8.1042 -23.7701
85 C -23.8145 2.6014 -25.6188
86 N -22.8734 3.1398 -26.5549
87 C -22.7698 4.5933 -26.4984
88 C -22.0691 2.3940 -27.3410
89 O -21.1626 2.9214 -28.0313
90 H -24.7260 3.1992 -25.6168
91 H -23.5060 2.7906 -24.5906
92 H -24.1594 1.5749 -25.7433
93 H -23.6193 5.0369 -27.0178
94 H -22.7984 5.0274 -25.4990
95 H -21.9056 4.9689 -27.0463
96 H -22.3045 1.3188 -27.3157
97 Br -16.3759 3.1858 -23.9725
98 C -18.2978 2.8884 -24.3412
99 C -18.9513 1.9828 -23.3390
100 Br -20.9335 1.7738 -23.5957
101 H -18.3823 2.4916 -25.3529
102 H -18.7561 3.8771 -24.3665
103 H -18.9051 2.2952 -22.2957
104 H -18.5763 0.9670 -23.4634
105 Br -17.3409 5.3520 -29.2575
106 C -18.4488 3.7385 -29.6851
107 C -17.6313 2.8354 -30.6197
108 Br -18.6663 1.1894 -31.0309
109 H -19.3843 4.0662 -30.1386
110 H -18.7899 3.2303 -28.7832
111 H -16.7840 2.4003 -30.0898
112 H -17.4176 3.3473 -31.5580

The structure (SMILES) is CCOC(=O)OC.CCOC(=O)OC.CCOC(=O)OC.CCOC(=O)OC.CN(C)C=O.CN(C)C=O.CN(C)C=O.BrCCBr.BrCCBr. The calculated total energy is -12730.456636 hartree. Its HOMO energy is -9.05 eV. The largest force on an atom is 0.096 Eh/bohr. The molar mass comes out at 1011.43 g mol⁻¹. Its spin multiplicity is 1.

Results of the Löwdin charge analysis, in e, for atoms 1 through 6: -0.037, -0.170, 0.027, -0.588, 0.090, 0.035